Below is a cluster of 4 separate species, H10NO3 in total in a non-equilibrium geometry, with properties calculated with ωB97M-V/def2-TZVPD.

For the gap between HOMO and LUMO, the calculation gives 11.80 eV. Its energy relative to the best compared isomer or geometry (same formula, charge and spin) is 1.339 eV. The calculated total energy is -286.2162 hartree. Its max |F| is 6.20 eV/A. As for the molecular weight: 72.084 g/mol.

```
! wB97M-V def2-TZVPD RIJCOSX def2/J DEFGRID3
* xyz 1 1
N 0.438 0.810 -0.389
H -0.386 1.520 -0.116
H 1.171 1.496 -0.136
H 0.531 0.060 0.213
H 0.548 0.679 -1.391
H -2.273 2.164 0.168
H -2.044 2.503 1.683
O -1.612 1.996 0.835
H 1.507 -2.352 -2.622
H 1.882 -2.538 -1.169
O 1.863 -1.890 -1.869
H -0.145 -2.111 1.425
H -1.083 -1.186 2.019
O -0.397 -1.152 1.348
*
```

Here are the Löwdin charges for atoms 1 to 2, given in e: atom 1 (N): 0.27, atom 2 (H): 0.13



Below is a structure of composition C11H25CeN2O5P2 in a non-equilibrium geometry, with properties calculated with ωB97M-V/def2-TZVPD.

For the gap between HOMO and LUMO (spin up / spin down), the calculation gives 5.44 / 5.44 eV. Its energy relative to the best compared isomer or geometry (same formula, charge and spin) is 0.000 eV. The calculated total energy is -2077.2320 hartree. Its max |F| is 2.82 eV/A. As for the molecular weight: 467.394 g/mol.

```
! wB97M-V def2-TZVPD RIJCOSX def2/J DEFGRID3
* xyz 1 1
C 0.989 -1.293 -3.213
C 1.056 -0.948 -1.831
N -0.104 -0.869 -1.070
C -1.292 -1.048 -1.693
C -1.398 -1.392 -3.044
C -0.241 -1.522 -3.808
C 2.328 -0.667 -1.212
P 2.562 -0.317 0.488
Ce -0.005 -0.651 1.527
P -2.521 0.070 0.670
C -2.567 -0.994 -0.853
O 1.854 2.209 -2.027
O -0.769 2.628 -1.644
H 1.920 -1.398 -3.783
H -2.379 -1.552 -3.493
H -0.292 -1.788 -4.861
C 3.240 -1.762 1.423
C 3.601 1.120 0.913
H -3.406 -0.628 -1.460
H -2.858 -2.019 -0.553
H 2.174 1.306 -1.792
H 3.187 -0.799 -1.881
C -3.503 -0.783 1.972
C -3.351 1.632 0.304
H 0.382 2.083 0.849
H -0.801 3.555 -1.356
H 0.193 2.459 -1.842
H 2.224 2.373 -2.902
H -0.230 -2.436 1.455
H -0.048 1.841 0.274
H 4.287 -1.951 1.152
H 3.197 -1.549 2.504
H 2.655 -2.670 1.212
H 4.674 0.968 0.725
H 3.256 1.998 0.347
H 3.458 1.312 1.989
H -4.414 1.529 0.052
H -3.257 2.254 1.207
H -2.810 2.113 -0.522
H -4.566 -0.843 1.711
H -3.119 -1.802 2.146
H -3.398 -0.204 2.906
O -0.012 1.128 5.516
N 0.016 0.086 4.904
O -0.005 -1.067 5.243
O 0.093 0.289 3.352
*
```

Here are the Löwdin charges for atoms 1 to 2, given in e: atom 1 (C): -0.02, atom 2 (C): -0.34



Below is the molecule C3H6N2O2 in a non-equilibrium geometry, with properties calculated with ωB97M-V/def2-TZVPD.

For the gap between HOMO and LUMO (spin up / spin down), the calculation gives 8.39 / 8.39 eV. The SMILES is [H]/N=C(\N=O)[C@H](C)O. Its energy relative to the best compared isomer or geometry (same formula, charge and spin) is 5.308 eV. The calculated total energy is -377.7643 hartree. Its max |F| is 3.91 eV/A. As for the molecular weight: 102.093 g/mol.

```
! wB97M-V def2-TZVPD RIJCOSX def2/J DEFGRID3
* xyz 0 1
H -0.680 -2.693 0.296
N 0.029 -2.078 -0.098
C 0.007 -0.898 0.383
N -0.747 -0.432 1.424
O -1.942 -0.562 1.586
C 0.805 0.187 -0.267
C -0.245 1.564 -0.110
O 1.162 -0.115 -1.546
H 1.654 0.488 0.358
H -0.159 1.980 0.888
H -1.261 1.404 -0.454
H 0.214 2.239 -0.827
H 1.163 -1.083 -1.633
*
```

Here are the Löwdin charges for atoms 1 to 2, given in e: atom 1 (H): 0.07, atom 2 (N): 0.20



Below is a cluster of 4 separate species, C27H58INO9PS2 in total in a non-equilibrium geometry, with properties calculated with ωB97M-V/def2-TZVPD.

For the gap between HOMO and LUMO, the calculation gives 5.80 eV. The calculated total energy is -3230.3353 hartree. Its max |F| is 2.11 eV/A. As for the molecular weight: 762.771 g/mol.

```
! wB97M-V def2-TZVPD RIJCOSX def2/J DEFGRID3
* xyz 1 1
C -2.729 2.446 8.611
C -2.984 2.632 7.306
C -3.172 1.462 6.370
C -2.351 1.529 5.042
S -0.949 0.357 5.112
C -3.296 1.041 3.979
N -4.430 0.795 4.504
C -4.589 0.998 5.932
C -4.992 -0.265 6.768
C -5.840 -1.341 6.051
C -5.057 -2.233 5.073
I -5.752 -4.273 5.145
P -6.014 2.195 6.144
S -5.579 4.054 5.821
H -3.376 1.794 9.190
H -1.874 2.906 9.085
H -3.019 3.648 6.934
H -2.679 0.660 6.895
H -2.036 2.515 4.704
H -1.608 -0.806 5.294
H -3.121 0.910 2.925
H -5.232 0.469 3.970
H -4.136 -0.769 7.208
H -5.595 0.093 7.597
H -6.734 -0.919 5.592
H -6.200 -1.997 6.839
H -3.981 -2.189 5.205
H -5.256 -1.910 4.055
H -6.649 1.971 7.382
H -6.947 1.763 5.168
C 1.912 -1.304 -1.146
O 0.526 -1.570 -1.059
C 0.074 -2.602 -1.929
C -0.893 -3.532 -1.229
O -0.323 -4.359 -0.224
C 0.124 -3.765 0.980
C -0.965 -3.205 1.871
O -1.542 -2.024 1.323
C -2.929 -1.941 1.480
H 2.138 -0.694 -2.025
H 2.203 -0.752 -0.252
H 2.497 -2.229 -1.180
H 0.911 -3.184 -2.325
H -0.440 -2.123 -2.770
H -1.274 -4.225 -1.983
H -1.759 -2.987 -0.849
H 0.896 -3.018 0.787
H 0.605 -4.575 1.533
H -0.519 -2.938 2.838
H -1.726 -3.975 2.039
H -3.427 -2.888 1.251
H -3.299 -1.187 0.780
H -3.181 -1.637 2.509
C 6.637 4.906 -2.197
O 5.247 4.658 -2.134
C 4.795 3.673 -3.047
C 3.801 2.726 -2.408
O 4.342 1.847 -1.432
C 4.769 2.383 -0.189
C 3.662 2.906 0.703
O 3.102 4.108 0.200
C 1.703 4.187 0.332
H 6.879 5.546 -3.052
H 6.924 5.417 -1.280
H 7.208 3.974 -2.262
H 5.633 3.098 -3.453
H 4.296 4.191 -3.876
H 3.428 2.073 -3.200
H 2.933 3.261 -2.019
H 5.548 3.132 -0.332
H 5.234 1.544 0.334
H 4.088 3.124 1.691
H 2.895 2.132 0.818
H 1.218 3.247 0.042
H 1.350 4.971 -0.337
H 1.423 4.445 1.360
C 1.731 -3.590 -8.979
O 1.556 -2.314 -8.399
C 0.225 -2.039 -7.999
C 0.168 -1.364 -6.644
O 0.531 -2.180 -5.537
C 1.902 -2.556 -5.420
C 2.853 -1.418 -5.115
O 3.025 -0.544 -6.216
C 3.072 0.813 -5.836
H 1.388 -3.595 -10.019
H 2.796 -3.821 -8.957
H 1.203 -4.364 -8.413
H -0.374 -2.955 -7.972
H -0.213 -1.361 -8.742
H -0.877 -1.096 -6.464
H 0.728 -0.428 -6.644
H 2.222 -3.123 -6.293
H 1.943 -3.243 -4.570
H 3.837 -1.845 -4.876
H 2.489 -0.873 -4.238
H 2.291 1.050 -5.105
H 2.901 1.419 -6.725
H 4.056 1.056 -5.419
*
```

Here are the Löwdin charges for atoms 1 to 2, given in e: atom 1 (C): 0.05, atom 2 (C): -0.18



Below is a cluster of 8 separate species, C35H52IO16P in total in a non-equilibrium geometry, with properties calculated with ωB97M-V/def2-TZVPD.

For the gap between HOMO and LUMO, the calculation gives 8.31 eV. The calculated total energy is -3207.5918 hartree. Its max |F| is 8.74 eV/A. As for the molecular weight: 886.663 g/mol.

```
! wB97M-V def2-TZVPD RIJCOSX def2/J DEFGRID3
* xyz 0 1
C 3.391 0.301 -2.439
C 2.710 0.101 -3.557
C 1.573 -0.173 -4.650
P 0.948 -1.969 -4.718
C -0.975 -1.844 -4.716
C -1.354 -1.101 -3.324
C -2.634 -0.121 -3.417
I -2.200 1.871 -4.205
C 1.382 -3.022 -3.194
O 1.179 -4.307 -3.324
O 1.847 -2.537 -1.970
H 3.959 0.469 -1.441
H 2.020 0.076 -5.681
H 0.655 0.535 -4.501
H 1.400 -2.613 -5.944
H -1.369 -1.262 -5.631
H -1.347 -2.941 -4.681
H -0.488 -0.520 -2.835
H -1.637 -1.943 -2.566
H -3.107 -0.058 -2.357
H -3.402 -0.652 -4.118
O 5.097 2.487 0.373
C 5.936 1.655 0.624
O 5.945 0.398 0.100
C 7.011 -0.353 0.692
C 7.987 0.677 1.204
C 7.082 1.828 1.581
H 6.597 -0.970 1.496
H 7.462 -1.005 -0.058
H 8.602 0.314 2.030
H 8.657 0.987 0.395
H 6.709 1.735 2.604
H 7.574 2.790 1.436
O -7.108 6.516 -2.514
C -6.110 5.855 -2.349
O -5.891 4.645 -2.933
C -4.667 4.094 -2.437
C -3.876 5.276 -1.930
C -4.961 6.214 -1.449
H -4.902 3.380 -1.642
H -4.146 3.569 -3.241
H -3.152 5.010 -1.158
H -3.331 5.740 -2.759
H -5.243 6.012 -0.413
H -4.673 7.258 -1.575
O 6.999 -3.336 3.171
C 5.915 -3.673 2.748
O 5.607 -3.776 1.424
C 4.215 -4.088 1.288
C 3.815 -4.705 2.605
C 4.710 -3.990 3.588
H 3.669 -3.163 1.079
H 4.072 -4.779 0.454
H 2.753 -4.598 2.824
H 4.054 -5.774 2.601
H 4.265 -3.056 3.939
H 4.975 -4.631 4.429
O -3.687 -2.312 -1.692
C -4.765 -2.648 -2.122
O -5.059 -2.752 -3.448
C -6.447 -3.064 -3.602
C -6.863 -3.682 -2.289
C -5.979 -2.965 -1.294
H -6.991 -2.139 -3.817
H -6.578 -3.755 -4.438
H -7.930 -3.576 -2.083
H -6.624 -4.751 -2.289
H -6.428 -2.031 -0.949
H -5.722 -3.606 -0.450
O 5.092 -4.003 6.935
C 6.088 -4.670 7.084
O 6.292 -5.879 6.492
C 7.519 -6.439 6.969
C 8.323 -5.263 7.470
C 7.251 -4.322 7.969
H 7.290 -7.155 7.764
H 8.025 -6.963 6.156
H 9.056 -5.537 8.232
H 8.860 -4.799 6.636
H 6.981 -4.526 9.009
H 7.542 -3.278 7.844
O -8.237 11.680 -5.989
C -8.725 10.670 -5.541
O -10.013 10.282 -5.760
C -10.286 9.103 -4.996
C -8.938 8.482 -4.726
C -8.032 9.689 -4.637
H -10.802 9.395 -4.076
H -10.935 8.436 -5.569
H -8.923 7.857 -3.831
H -8.638 7.861 -5.577
H -7.999 10.099 -3.625
H -7.027 9.465 -4.996
O 1.813 -2.744 3.099
C 1.385 -1.985 3.936
O 1.496 -0.630 3.867
C 0.981 -0.051 5.069
C 0.052 -1.092 5.646
C 0.702 -2.387 5.213
H 1.820 0.172 5.736
H 0.458 0.879 4.835
H -0.075 -1.004 6.727
H -0.937 -1.004 5.182
H 1.455 -2.724 5.930
H -0.038 -3.168 5.035
*
```

Here are the Löwdin charges for atoms 1 to 2, given in e: atom 1 (C): 0.11, atom 2 (C): -0.15



Below is a cluster of 2 separate species, C4H12OS in total in a non-equilibrium geometry, with properties calculated with ωB97M-V/def2-TZVPD.

For the gap between HOMO and LUMO, the calculation gives 9.63 eV. The SMILES is CCCCS.O. Its energy relative to the best compared isomer or geometry (same formula, charge and spin) is 0.416 eV. The calculated total energy is -633.0118 hartree. Its max |F| is 1.61 eV/A. As for the molecular weight: 108.206 g/mol.

```
! wB97M-V def2-TZVPD RIJCOSX def2/J DEFGRID3
* xyz 0 1
C -1.940 0.080 -1.491
C -0.789 -0.203 -0.520
C 0.193 0.964 -0.426
C 1.401 0.595 0.423
S 2.715 1.840 0.340
H -1.540 -0.183 -2.474
H -2.889 -0.389 -1.274
H -2.045 1.165 -1.593
H -0.223 -1.072 -0.872
H -1.138 -0.494 0.471
H -0.314 1.844 -0.049
H 0.573 1.148 -1.404
H 1.813 -0.339 0.074
H 1.126 0.381 1.447
H 1.933 2.891 0.073
O -0.006 -2.749 2.260
H 0.387 -2.127 2.894
H 0.743 -3.350 2.123
*
```

Here are the Löwdin charges for atoms 1 to 2, given in e: atom 1 (C): -0.10, atom 2 (C): -0.28



What is the molecular weight in the sixth record? 108.206 g/mol